11
Properties=species:S:1:pos:R:3 method="wB97M-V/def2-TZVPD" total_charge=+1 de_lowest_ev=2.312 homo_ev="-9.9 / -10.0"
H 0.586 1.644 -0.397
O -0.628 -0.128 -0.526
C 0.339 -1.213 -0.573
Li -2.254 0.272 -1.345
C 2.420 -0.913 0.746
C 1.354 -0.392 0.111
C 0.328 0.739 0.169
H 2.808 -0.181 1.485
Y -5.022 1.399 0.358
H -0.087 1.005 1.150
O 0.157 -2.233 -1.177